1.
A structure of composition C18H42MnN5O6 at a distorted geometry. Source: the Open Molecules 2025 dataset; level of theory: ωB97M-V/def2-TZVPD.

Geometry as ORCA input:
```
! wB97M-V def2-TZVPD RIJCOSX def2/J DEFGRID3
* xyz 1 6
Mn 2.79930 -2.64671 1.13004
C -0.98276 -1.74935 -0.59153
C 0.31546 -1.09373 -0.22059
C -0.02672 0.35842 0.02161
O 0.90246 -1.73677 0.87032
H -1.16551 -1.57427 -1.65174
H -1.89540 -1.46742 -0.06646
H -0.92707 -2.83732 -0.55520
H 0.99775 -1.16759 -1.06741
H -0.70834 0.63118 0.82729
H -0.55958 0.78973 -0.82581
H 0.83460 0.99410 0.22693
C 0.17953 0.65589 3.86034
O 0.65763 1.65247 4.42436
N -0.69222 -0.14022 4.47155
C -1.36694 -1.27743 3.78201
C -0.99807 -0.00479 5.89756
H 0.37991 0.31555 2.83261
H -0.65775 -2.10352 3.72993
H -1.48627 -0.99583 2.73579
H -2.33668 -1.60049 4.16062
H -0.49348 0.77142 6.47288
H -2.06483 0.18841 6.01072
H -0.84597 -0.91416 6.47895
C -5.11329 -4.30701 1.13171
O -6.23807 -3.99041 0.84499
N -4.23518 -3.59844 1.69286
C -2.82978 -3.94176 1.94272
C -4.49331 -2.21083 2.09747
H -4.70689 -5.30439 0.90305
H -2.53203 -4.90484 1.52811
H -2.81144 -3.95188 3.03252
H -2.10722 -3.19206 1.62027
H -5.51708 -1.85982 1.96784
H -4.28895 -2.12965 3.16505
H -3.83317 -1.55510 1.52973
C 3.90815 0.27273 0.37556
O 3.86726 -1.00251 0.29629
N 4.94349 1.04905 0.53026
C 6.21989 0.50224 0.87034
C 4.76031 2.51013 0.49560
H 2.98967 0.87664 0.43795
H 6.21618 -0.58649 0.92287
H 6.39741 0.81694 1.89871
H 7.07681 0.82251 0.27770
H 5.43036 3.00362 -0.20839
H 3.71943 2.77059 0.30370
H 4.91189 2.95990 1.47683
C -0.69460 -0.56887 -5.39259
O 0.10999 -0.99299 -6.22715
N -1.96402 -1.11648 -5.25907
C -2.84132 -0.59575 -4.24731
C -2.45951 -2.14416 -6.09145
H -0.52151 0.26756 -4.69790
H -3.66686 0.00327 -4.63171
H -2.25360 -0.04091 -3.51597
H -3.31079 -1.39903 -3.67949
H -2.82032 -3.00206 -5.52406
H -3.29671 -1.63885 -6.57294
H -1.83320 -2.38873 -6.94937
C 2.45361 5.98466 -1.17794
O 1.70151 6.92247 -0.81946
N 1.99635 4.78544 -1.48969
C 2.96724 3.91265 -2.24828
C 0.65762 4.29456 -1.31774
H 3.54860 6.09210 -1.21847
H 2.46977 3.48378 -3.11815
H 3.28147 3.03955 -1.67639
H 3.89686 4.44485 -2.44997
H 0.69926 3.29912 -0.87564
H 0.16445 4.99225 -0.64091
H 0.12225 4.26884 -2.26686
*
```

Summary:
Frontier orbital gap (spin up / spin down) ... 0.18051 / 0.17900 Eh
Lowest unoccupied orbital energy (spin up / spin down) ... -6.08 / -6.12 eV
HOMO level (spin up / spin down) ... -10.99 / -10.99 eV
ΔE to the lowest compared entry with this formula, charge and spin ... 708.87 kJ/mol
<S²> ... 8.76

Charges obtained by Mulliken population analysis, quoted in units of e: 1.130, -1.571, 1.147, -1.091, -0.392, 0.357, 0.227, 0.425, 0.276, 0.261, 0.372, -0.138, 0.223, -0.677, 0.120, -0.659, -0.992, 0.221, 0.255, 0.097, 0.302, 0.318, 0.340, 0.354, 0.167, -0.591, 0.122, -0.660, -0.804, 0.273, 0.327, 0.383, -0.024, 0.312, 0.292, 0.182, 0.613, -0.882, 0.202, -1.013, -0.878, 0.088, 0.287, 0.388, 0.315, 0.349, 0.203, 0.372, 0.180, -0.611, 0.102, -0.799, -0.963, 0.321, 0.321, 0.139, 0.336, 0.288, 0.359, 0.327, 0.174, -0.605, 0.132, -0.791, -0.693, 0.274, 0.340, 0.091, 0.360, 0.107, 0.348, 0.328

---

2.
A structure of composition C18H42MnNO2P2 at a distorted geometry. Source: the Open Molecules 2025 dataset; level of theory: ωB97M-V/def2-TZVPD.

Geometry as ORCA input:
```
! wB97M-V def2-TZVPD RIJCOSX def2/J DEFGRID3
* xyz 3 4
Mn 0.14158 -0.47620 0.00244
P 0.74751 -0.32874 -2.14931
P -0.14877 -0.46913 2.23877
N 1.25322 -1.97889 0.17632
C 1.79539 -1.85637 -2.25438
H 1.54080 -2.44087 -3.15198
H 2.85408 -1.54723 -2.33899
C 1.66676 -2.74197 -1.00343
H 0.99336 -3.59217 -1.20691
H 2.63231 -3.24161 -0.78770
C 1.18047 -2.82118 1.38022
H 2.15920 -3.31905 1.52358
H 0.48993 -3.67128 1.24583
C 0.80160 -2.01745 2.63257
H 1.73973 -1.72736 3.13763
H 0.23206 -2.65595 3.32320
C -1.86087 -0.89464 2.85846
C -2.93006 0.10294 2.40754
H -3.90132 -0.23564 2.80257
H -3.01842 0.13899 1.31481
H -2.74553 1.11837 2.78734
C 0.50599 0.88494 3.31903
C -0.44078 2.08264 3.42297
H 0.10878 2.91470 3.88986
H -1.31127 1.87226 4.06408
H -0.77202 2.41873 2.43021
C 1.76210 1.08808 -2.77103
C 0.92141 2.32150 -3.11143
H 1.60421 3.16676 -3.28756
H 0.25549 2.59663 -2.28180
H 0.33726 2.18147 -4.03375
C -0.57430 -0.67726 -3.42717
C -1.74695 0.30391 -3.36852
H -2.48477 -0.00151 -4.12828
H -1.43981 1.33694 -3.58805
H -2.25125 0.27726 -2.39464
C -1.51979 -0.98603 -0.35385
O -2.55920 -1.46286 -0.58344
C 0.96956 0.43234 4.70397
H 0.13413 0.12758 5.34520
H 1.69491 -0.38631 4.66825
H 1.46216 1.28082 5.19689
C 2.71563 0.74325 -3.91697
H 3.34872 1.61733 -4.11678
H 3.38110 -0.09306 -3.68404
H 2.18339 0.51181 -4.84573
C -0.06188 -0.82329 -4.85945
H -0.86989 -1.26006 -5.46545
H 0.18331 0.14485 -5.31652
H 0.80252 -1.49247 -4.95167
C -1.94904 -1.14464 4.36388
H -1.91603 -0.21341 4.94603
H -2.92298 -1.61251 4.57098
H -1.17922 -1.83104 4.73863
H -2.05964 -1.84962 2.34780
H -0.94566 -1.66243 -3.10544
H 1.39319 1.20813 2.75328
H 2.37091 1.33185 -1.88727
H 1.90706 -0.40129 0.31569
H 1.43407 0.56228 0.21306
C -1.70144 3.19803 -0.22893
O -0.44533 2.61414 0.09459
H -1.96149 2.90747 -1.25714
H -1.70663 4.29724 -0.15555
H -2.46159 2.79248 0.45475
H 0.18200 3.33778 0.34272
*
```

Summary:
Frontier orbital gap (spin up / spin down) ... 0.23802 / 0.22222 Eh
Lowest unoccupied orbital energy (spin up / spin down) ... -13.06 / -13.48 eV
HOMO level (spin up / spin down) ... -19.54 / -19.53 eV
<S²> ... 3.82

Charges obtained by natural (NBO) population analysis, quoted in units of e: 0.479, 1.031, 1.017, -0.264, -0.736, 0.300, 0.282, -0.295, 0.275, 0.281, -0.291, 0.280, 0.274, -0.733, 0.280, 0.298, -0.474, -0.623, 0.272, 0.187, 0.237, -0.479, -0.630, 0.266, 0.231, 0.222, -0.483, -0.627, 0.267, 0.220, 0.229, -0.475, -0.622, 0.273, 0.236, 0.188, 0.595, -0.266, -0.620, 0.238, 0.219, 0.273, -0.620, 0.273, 0.219, 0.238, -0.626, 0.272, 0.234, 0.224, -0.626, 0.234, 0.271, 0.224, 0.229, 0.230, 0.231, 0.230, 0.278, 0.082, -0.265, -0.774, 0.182, 0.229, 0.184, 0.514

---

3.
A cluster of 4 separate species, C18H42N2O4 in total at a distorted geometry. Source: the Open Molecules 2025 dataset; level of theory: ωB97M-V/def2-TZVPD.

Geometry as ORCA input:
```
! wB97M-V def2-TZVPD RIJCOSX def2/J DEFGRID3
* xyz 0 1
C 15.49091 13.41197 19.99642
C 16.11793 12.05835 20.44587
C 15.59486 11.03827 19.47870
C 16.37648 9.69336 19.57045
C 17.89220 9.94560 19.46734
C 18.51525 10.95413 20.40284
N 17.59699 12.14493 20.40621
O 18.17212 13.34717 20.91547
C 18.74790 10.36484 21.81713
C 19.86827 11.36685 19.88462
C 15.53201 11.58739 21.78275
H 15.67489 14.27029 20.64260
H 14.40311 13.48105 19.99386
H 15.97339 13.71693 19.06781
H 14.54137 10.77035 19.55907
H 15.54935 11.37330 18.44246
H 15.94103 9.00875 18.84258
H 16.23394 9.10231 20.47513
H 17.81173 10.29641 18.43849
H 18.40926 8.99101 19.36974
H 19.22699 11.04027 22.52591
H 17.93022 9.85668 22.32829
H 19.51098 9.60718 21.63890
H 19.78464 11.98215 18.98879
H 20.35219 11.98469 20.64106
H 20.46495 10.47063 19.71482
H 14.45635 11.76258 21.76402
H 16.06731 12.01695 22.62953
H 15.68072 10.55772 22.10796
H 18.36390 13.06792 21.81371
C 20.07453 13.25731 10.53114
C 19.61851 13.57310 11.98459
C 19.45699 12.18808 12.67592
C 19.44127 12.26704 14.25213
C 20.61988 13.05967 14.80408
C 20.64550 14.45999 14.23331
N 20.65759 14.38387 12.74316
O 20.87701 15.59458 12.05895
C 19.47032 15.34182 14.75287
C 22.00737 14.95136 14.66424
C 18.20327 14.24419 11.96630
H 21.14428 13.05242 10.57290
H 20.05012 14.13233 9.88165
H 19.59199 12.38915 10.08218
H 18.56245 11.62331 12.41338
H 20.21599 11.44092 12.44407
H 19.47380 11.24592 14.63207
H 18.58969 12.77001 14.71033
H 21.45825 12.49978 14.38964
H 20.87890 12.95986 15.85814
H 19.42721 16.30207 14.23890
H 18.45640 14.99903 14.54663
H 19.55283 15.39210 15.83858
H 22.31839 15.85989 14.14855
H 21.99080 15.08278 15.74616
H 22.80315 14.24775 14.41975
H 17.52186 13.97479 12.77327
H 17.65599 14.12735 11.03093
H 18.13734 15.33156 11.92906
H 21.83653 15.57290 12.08009
O 20.93860 16.80974 18.88667
H 21.33974 16.20717 19.51295
H 20.11113 16.39197 18.64792
O 19.10831 14.75670 18.50621
H 18.26783 14.43120 18.18392
H 19.15837 14.44012 19.40815
*
```

Summary:
Frontier orbital gap ... 0.30802 Eh
Lowest unoccupied orbital energy ... 0.37 eV
HOMO level ... -8.01 eV
ΔE to the lowest compared entry with this formula, charge and spin ... 275.16 kJ/mol

Charges obtained by natural (NBO) population analysis, quoted in units of e: -0.611, 0.099, -0.411, -0.393, -0.415, 0.112, -0.209, -0.579, -0.649, -0.606, -0.641, 0.223, 0.220, 0.210, 0.222, 0.209, 0.216, 0.191, 0.215, 0.218, 0.203, 0.217, 0.216, 0.232, 0.207, 0.214, 0.216, 0.204, 0.213, 0.458, -0.613, 0.117, -0.404, -0.396, -0.415, 0.107, -0.206, -0.579, -0.651, -0.608, -0.661, 0.214, 0.218, 0.213, 0.216, 0.207, 0.205, 0.192, 0.201, 0.228, 0.227, 0.208, 0.220, 0.204, 0.224, 0.210, 0.206, 0.216, 0.226, 0.472, -0.956, 0.456, 0.492, -0.968, 0.480, 0.494